No. 1
Here is a 2-piece molecular cluster, C2H4NO2 overall from the OMol25 dataset. Energies are from wB97M-V/def2-TZVPD.

Values from the calculation:
- net charge = +1
- orbital gap (eV) = 10.99
- energy (eV) = -7712.3830

Last column: Löwdin charge in e.
Positions of all 9 atoms, in Å:
C1 -2.419 -0.041 -0.204  -0.45
C2 -1.134 0.655 -0.388  -0.15
N1 0.218 0.102 -0.312  0.23
O1 -3.298 -0.380 0.438  0.29
O2 -1.882 -0.048 -1.404  0.18
H1 -0.943 2.220 -0.569  0.31
H2 0.261 -0.469 0.562  0.20
H3 0.936 0.853 -0.374  0.19
H4 0.174 -0.568 -1.118  0.20


No. 2
Here is a 12-piece molecular cluster, C50H136N12O13 overall from the OMol25 dataset. Energies are from wB97M-V/def2-TZVPD.

Values from the calculation:
- net charge = 0
- orbital gap (eV) = 9.37
- energy (eV) = -98546.3254

Last column: Löwdin charge in e.
Positions of all 211 atoms, in Å:
C1 -0.274 3.194 -5.499  -0.06
C2 -1.209 4.324 -5.845  -0.46
C3 -0.343 5.621 -6.126  -0.19
O1 0.405 6.098 -4.995  -0.20
C4 -0.402 6.688 -4.018  -0.13
N1 -1.831 4.138 -7.132  0.03
H1 0.347 2.864 -6.361  0.10
H2 -0.844 2.349 -5.089  0.06
H3 0.347 3.497 -4.649  0.08
H4 -1.909 4.510 -5.014  0.11
H5 -0.913 6.464 -6.595  0.13
H6 0.380 5.359 -6.920  0.12
H7 0.105 6.670 -3.033  0.10
H8 -1.376 6.207 -3.916  0.07
H9 -0.621 7.719 -4.310  0.09
H10 -2.252 3.223 -7.210  0.04
H11 -2.577 4.834 -7.244  0.08
C5 3.885 -2.889 -2.734  -0.08
C6 5.316 -2.914 -3.210  -0.40
C7 5.302 -2.458 -4.670  -0.22
O2 4.520 -3.354 -5.426  -0.22
C8 4.731 -3.124 -6.796  -0.14
N2 6.207 -1.938 -2.550  0.04
H12 3.354 -3.560 -3.426  0.06
H13 3.457 -1.883 -2.799  0.07
H14 3.684 -3.279 -1.747  0.06
H15 5.729 -3.890 -3.058  0.13
H16 6.282 -2.419 -5.204  0.13
H17 4.930 -1.432 -4.764  0.13
H18 4.073 -3.803 -7.367  0.09
H19 5.767 -3.408 -7.023  0.09
H20 4.585 -2.085 -7.156  0.10
H21 5.627 -1.129 -2.348  0.04
H22 6.368 -2.271 -1.599  0.07
C9 6.189 -1.999 5.408  -0.07
C10 5.171 -2.307 4.322  -0.39
C11 4.486 -3.678 4.653  -0.22
O3 5.490 -4.648 4.460  -0.20
C12 4.907 -5.937 4.551  -0.11
N3 4.043 -1.312 4.300  0.04
H23 6.859 -1.153 5.172  0.08
H24 6.899 -2.824 5.440  0.07
H25 5.713 -1.893 6.380  0.08
H26 5.636 -2.432 3.316  0.14
H27 3.673 -3.969 3.974  0.10
H28 4.113 -3.622 5.697  0.13
H29 5.700 -6.674 4.472  0.09
H30 4.177 -6.061 3.739  0.07
H31 4.399 -6.120 5.514  0.09
H32 3.748 -1.107 3.344  0.05
H33 4.300 -0.392 4.667  0.07
C13 -5.194 2.723 -5.206  -0.05
C14 -4.235 1.542 -5.322  -0.42
C15 -5.042 0.312 -4.749  -0.24
O4 -5.067 0.417 -3.374  -0.20
C16 -5.973 -0.563 -2.843  -0.09
N4 -3.660 1.281 -6.620  0.05
H34 -6.127 2.484 -5.728  0.08
H35 -4.855 3.714 -5.504  0.07
H36 -5.365 2.779 -4.128  0.07
H37 -3.474 1.734 -4.544  0.12
H38 -4.497 -0.622 -5.002  0.11
H39 -6.072 0.276 -5.140  0.13
H40 -6.996 -0.373 -3.141  0.08
H41 -6.017 -0.484 -1.753  0.08
H42 -5.692 -1.581 -3.100  0.08
H43 -3.245 0.365 -6.713  0.07
H44 -4.323 1.459 -7.364  0.08
C17 -3.119 -4.107 -4.820  -0.06
C18 -2.186 -3.078 -5.528  -0.41
C19 -0.759 -3.355 -5.080  -0.23
O5 0.080 -2.414 -5.740  -0.20
C20 1.450 -2.761 -5.570  -0.09
N5 -2.093 -3.230 -7.013  0.05
H45 -2.942 -4.049 -3.744  0.06
H46 -2.860 -5.127 -5.078  0.07
H47 -4.200 -3.903 -4.942  0.08
H48 -2.555 -2.102 -5.133  0.12
H49 -0.575 -4.375 -5.455  0.13
H50 -0.602 -3.345 -4.001  0.11
H51 1.674 -3.762 -5.959  0.10
H52 1.664 -2.764 -4.487  0.06
H53 2.119 -2.058 -6.061  0.09
H54 -1.638 -2.394 -7.383  0.07
H55 -3.016 -3.235 -7.407  0.06
C21 -1.269 2.157 7.203  -0.06
C22 -2.444 2.435 8.141  -0.45
C23 -1.799 2.784 9.465  -0.21
O6 -2.859 3.178 10.365  -0.21
C24 -2.389 3.483 11.680  -0.11
N6 -3.219 3.601 7.786  0.05
H56 -1.506 2.073 6.131  0.07
H57 -0.747 1.226 7.499  0.09
H58 -0.524 2.959 7.344  0.08
H59 -3.087 1.559 8.304  0.14
H60 -1.090 3.624 9.443  0.12
H61 -1.291 1.901 9.895  0.13
H62 -2.106 2.598 12.257  0.08
H63 -3.213 3.916 12.264  0.08
H64 -1.545 4.215 11.666  0.10
H65 -3.664 3.455 6.886  0.08
H66 -3.968 3.699 8.455  0.07
C25 1.530 -5.145 1.936  -0.09
C26 1.580 -6.302 0.980  -0.45
C27 1.984 -5.777 -0.376  -0.19
O7 2.021 -6.941 -1.227  -0.20
C28 2.373 -6.629 -2.542  -0.12
N7 2.554 -7.320 1.421  0.04
H67 0.708 -4.498 1.583  0.06
H68 2.403 -4.487 1.902  0.07
H69 1.330 -5.395 2.980  0.08
H70 0.572 -6.760 0.933  0.14
H71 3.041 -5.458 -0.313  0.13
H72 1.326 -4.995 -0.772  0.12
H73 2.459 -7.575 -3.087  0.09
H74 3.331 -6.109 -2.588  0.08
H75 1.640 -5.957 -3.018  0.08
H76 2.487 -8.090 0.746  0.07
H77 2.269 -7.731 2.319  0.08
C29 -2.121 -5.427 1.910  -0.05
C30 -2.454 -3.994 2.454  -0.40
C31 -3.397 -3.277 1.456  -0.21
O8 -2.634 -2.893 0.325  -0.20
C32 -3.510 -2.282 -0.632  -0.11
N8 -3.182 -4.049 3.732  0.02
H78 -3.015 -6.064 1.802  0.09
H79 -1.380 -5.976 2.481  0.06
H80 -1.685 -5.331 0.935  0.06
H81 -1.518 -3.400 2.518  0.11
H82 -3.883 -2.391 1.878  0.12
H83 -4.183 -3.989 1.141  0.13
H84 -4.214 -2.994 -1.070  0.09
H85 -2.883 -1.868 -1.435  0.08
H86 -4.047 -1.436 -0.179  0.06
H87 -3.408 -3.103 4.038  0.07
H88 -2.574 -4.468 4.451  0.08
C33 -2.165 8.322 5.384  -0.06
C34 -2.219 6.775 5.738  -0.37
C35 -1.781 6.056 4.447  -0.21
O9 -2.621 6.419 3.331  -0.20
C36 -2.239 5.759 2.167  -0.13
N9 -1.268 6.330 6.833  0.04
H89 -1.231 8.602 4.948  0.06
H90 -2.345 8.987 6.276  0.08
H91 -2.975 8.500 4.665  0.07
H92 -3.273 6.607 5.833  0.12
H93 -1.913 4.965 4.549  0.11
H94 -0.712 6.219 4.240  0.13
H95 -2.894 5.957 1.311  0.08
H96 -2.200 4.686 2.392  0.07
H97 -1.208 6.078 1.940  0.09
H98 -1.218 7.028 7.572  0.06
H99 -1.608 5.506 7.322  0.02
C37 -1.509 4.280 -1.125  -0.05
C38 -2.815 3.620 -1.466  -0.45
C39 -2.876 2.135 -0.996  -0.17
O10 -2.678 2.158 0.444  -0.19
C40 -3.056 0.821 0.830  -0.11
N10 -3.933 4.381 -0.969  0.04
H100 -1.214 4.264 -0.083  0.07
H101 -1.625 5.300 -1.484  0.07
H102 -0.750 3.809 -1.750  0.08
H103 -2.919 3.551 -2.564  0.13
H104 -2.134 1.452 -1.491  0.11
H105 -3.884 1.658 -1.156  0.11
H106 -2.795 0.537 1.852  0.09
H107 -2.530 0.122 0.168  0.06
H108 -4.142 0.724 0.663  0.09
H109 -3.954 4.323 0.049  0.06
H110 -4.819 4.015 -1.356  0.08
C41 2.830 1.932 -1.544  -0.08
C42 3.965 1.419 -0.733  -0.45
C43 3.902 1.968 0.709  -0.23
O11 4.896 1.383 1.487  -0.21
C44 6.215 1.902 1.216  -0.08
N11 3.827 -0.023 -0.623  0.06
H111 1.868 1.669 -1.090  0.07
H112 2.902 1.336 -2.496  0.09
H113 2.891 2.970 -1.884  0.08
H114 4.894 1.682 -1.240  0.13
H115 2.913 1.727 1.110  0.10
H116 4.015 3.089 0.785  0.14
H117 6.590 1.595 0.259  0.07
H118 6.899 1.776 2.091  0.10
H119 6.164 2.989 1.162  0.08
H120 3.024 -0.278 -0.038  0.05
H121 4.624 -0.508 -0.207  0.08
C45 -0.456 -0.062 -3.093  -0.07
O12 -0.440 -0.824 -1.853  -0.21
C46 0.705 -1.663 -1.720  -0.21
C47 0.845 -2.031 -0.243  -0.22
N12 0.982 -0.872 0.621  -0.04
C48 0.813 -1.236 2.024  -0.19
C49 1.014 -0.004 2.868  -0.23
O13 -0.175 0.793 2.826  -0.18
C50 0.178 2.133 3.138  -0.10
H122 0.107 -0.521 -3.910  0.08
H123 -0.076 0.961 -2.883  0.08
H124 -1.514 0.090 -3.381  0.08
H125 1.628 -1.114 -1.910  0.09
H126 0.692 -2.520 -2.385  0.10
H127 1.702 -2.722 -0.146  0.11
H128 -0.069 -2.595 0.004  0.11
H129 0.198 -0.296 0.303  0.11
H130 1.557 -2.011 2.258  0.11
H131 -0.155 -1.673 2.265  0.11
H132 1.916 0.561 2.614  0.10
H133 1.132 -0.357 3.917  0.13
H134 0.871 2.579 2.438  0.08
H135 0.616 2.207 4.142  0.09
H136 -0.748 2.655 3.215  0.06


No. 3
Here is an isolated ion of composition C4H5N4O2 and charge -1 from the OMol25 dataset. Energies are from wB97M-V/def2-TZVPD.

Values from the calculation:
- net charge = -1
- orbital gap (spin up / spin down) (eV) = 4.68 / 7.37
- energy (eV) = -14279.4784
- spin multiplicity = 3

Last column: Löwdin charge in e.
Positions of all 15 atoms, in Å:
C1 -0.405 2.464 0.284  -0.23
C2 -1.080 1.246 0.224  -0.11
C3 2.354 0.771 0.904  -0.66
C4 0.626 -1.756 -1.190  -0.15
N1 0.847 2.362 -0.074  0.02
N2 1.004 1.016 -0.212  -0.06
N3 -0.182 0.340 -0.200  -0.23
N4 -0.318 -0.896 -0.462  0.01
O1 1.844 1.308 1.841  0.02
O2 3.312 0.288 0.395  0.03
H1 -0.920 3.425 0.349  0.08
H2 -2.034 0.932 0.621  0.07
H3 0.673 -2.751 -0.652  0.07
H4 0.319 -1.798 -2.343  0.10
H5 1.663 -1.464 -1.179  0.03


Which of these has the lowest energy? C50H136N12O13


Which of these has the highest energy? C2H4NO2


What is the energy in the second record? -98546.3254 eV